# 1
ORCA calculation (ωB97M-V/def2-TZVPD) on a molecular structure, C41H32ClN6O4PSTi.

```
87
Properties=species:S:1:pos:R:3:forces:R:3
Ti -0.491 -0.620 -1.202 0.09 0.07 -0.19
Cl -5.127 2.896 1.366 -0.03 0.05 0.03
S 0.604 -1.540 -3.165 0.15 -0.06 0.01
P 1.894 -0.560 0.042 -0.20 0.08 0.02
O -2.148 -1.353 -1.885 0.00 0.10 0.17
O -6.223 0.134 1.995 -0.01 0.04 -0.02
O -5.622 -1.726 0.962 -0.26 -0.07 0.07
O -3.707 -2.431 -0.706 0.12 0.13 -0.30
N 0.690 -4.101 -3.783 0.02 0.04 -0.11
N -3.294 2.029 -0.335 0.21 0.27 0.09
N -2.824 0.952 -0.976 -0.02 -0.07 -0.14
N 0.105 -3.652 -1.620 -0.04 -0.23 0.02
N -0.240 -2.745 -0.655 0.03 -0.02 -0.11
N -1.030 -0.837 0.842 -0.03 0.12 0.03
C -0.741 -4.593 0.891 -0.07 0.07 0.03
C -0.655 -3.160 0.484 -0.03 -0.21 0.03
C -3.608 -0.052 -0.598 0.20 -0.17 -0.05
C 1.715 -2.680 4.116 0.01 0.00 -0.01
C -0.060 3.209 -2.902 0.02 0.06 -0.05
C 2.167 -2.718 1.755 -0.09 -0.02 0.03
C 2.879 1.927 1.000 -0.03 0.08 -0.01
C -3.184 4.053 -1.678 -0.04 -0.10 -0.06
C 3.681 -0.520 -2.047 0.01 -0.03 0.07
C -2.748 3.343 -0.570 -0.13 0.07 -0.10
C 1.898 -1.348 1.672 0.06 0.04 -0.05
C 5.708 -1.872 -0.722 0.03 -0.02 0.03
C -5.567 -0.418 1.157 0.16 0.08 0.09
C -3.192 -1.394 -1.087 0.02 -0.18 0.11
C -2.136 -1.191 3.335 -0.05 0.10 0.07
C 0.443 -3.204 -2.846 -0.01 0.15 0.05
C 0.771 3.915 -2.078 0.02 0.04 0.04
C -4.571 0.350 0.341 -0.25 0.03 0.00
C 1.441 -1.322 4.040 0.01 0.05 -0.02
C -4.345 1.716 0.458 0.05 -0.10 -0.01
C 2.327 3.979 -0.138 0.03 0.07 0.00
C 1.533 -0.654 2.825 0.01 -0.06 0.00
C -1.121 -2.079 1.367 -0.08 0.28 -0.06
C 5.913 -1.404 -2.010 -0.04 0.02 -0.01
C 4.492 -1.669 -0.084 -0.04 0.00 -0.10
C 1.450 3.286 -1.003 -0.07 -0.14 -0.08
C -0.283 1.837 -2.676 0.05 -0.07 0.14
C -2.718 5.341 -1.886 0.03 -0.02 0.10
C 4.901 -0.717 -2.670 -0.02 -0.01 0.03
C 3.462 -1.009 -0.755 0.02 0.07 -0.04
C 2.083 -3.378 2.972 -0.01 0.01 -0.04
C -1.682 -2.282 2.610 0.00 -0.19 0.12
C 2.003 1.237 0.201 0.13 -0.14 0.07
C -1.861 3.899 0.333 -0.02 -0.16 0.14
C -1.991 0.085 2.814 -0.04 -0.11 0.13
C -1.829 5.910 -0.981 -0.06 -0.03 -0.05
C -1.399 5.188 0.124 0.02 0.08 -0.01
C 0.355 1.178 -1.644 -0.21 -0.12 -0.09
C 1.261 1.898 -0.806 -0.02 0.10 -0.06
C 3.014 3.322 0.846 0.04 -0.06 0.07
C -1.430 0.221 1.562 0.15 -0.13 -0.05
H -3.065 5.905 -2.740 0.00 0.02 -0.01
H 5.066 -0.327 -3.665 0.00 0.00 0.00
H 6.867 -1.559 -2.496 0.00 0.00 0.00
H 0.014 -5.205 0.402 0.04 -0.01 0.03
H -2.600 -1.339 4.302 0.00 0.00 -0.01
H 1.661 -3.190 5.068 0.00 0.00 0.00
H 2.465 5.045 -0.276 -0.01 -0.01 -0.01
H -5.025 -2.041 0.250 0.10 -0.03 0.02
H 0.659 -5.097 -3.624 0.00 0.02 0.01
H 3.692 3.862 1.492 0.00 0.01 -0.01
H -0.142 -4.628 -1.487 0.01 0.21 0.03
H -2.328 0.957 3.358 0.00 0.01 -0.01
H -1.564 3.343 1.216 0.02 0.06 -0.02
H -1.311 1.193 1.100 0.04 -0.05 -0.04
H 1.324 0.407 2.776 0.03 0.03 0.01
H 2.475 -3.260 0.866 -0.06 -0.04 0.04
H 0.929 4.974 -2.242 0.00 -0.01 -0.01
H 6.505 -2.386 -0.201 -0.01 0.00 0.01
H 2.906 0.045 -2.550 -0.01 -0.01 -0.04
H -1.733 -4.989 0.653 0.00 0.01 0.00
H 4.357 -2.016 0.931 0.09 0.05 -0.05
H 0.919 -3.780 -4.713 0.00 -0.06 0.04
H 3.487 1.409 1.732 -0.01 0.00 0.01
H -1.482 6.924 -1.132 0.00 0.00 0.01
H 1.170 -0.774 4.933 0.00 0.00 0.00
H -0.716 5.638 0.833 -0.01 -0.01 0.01
H 2.324 -4.432 3.034 0.00 0.00 0.00
H -0.583 -4.689 1.963 0.00 -0.02 0.00
H -0.562 3.703 -3.723 0.00 0.01 0.00
H -0.990 1.318 -3.318 0.01 0.00 0.00
H -3.895 3.599 -2.358 0.00 0.02 0.00
H -1.786 -3.280 3.010 0.00 0.02 0.00
```
Positions in Å, forces in eV/Å.

Results
- E_tot: -115919.1547 eV
- Largest force on an atom: 0.4 eV/Å
- Energy relative to the best compared isomer or geometry (same formula, charge and spin): 0.492 eV
- Net charge: +2
- Highest occupied orbital energy: -13.451 eV



# 2
ORCA calculation (ωB97M-V/def2-TZVPD) on 6 unconnected molecules or ions with the total composition C26H70N6O7 in a non-equilibrium geometry.

```
109
Properties=species:S:1:pos:R:3:forces:R:3
O 1.892 25.036 -22.346 -2.27 -2.00 -0.86
O 0.522 21.596 -32.425 -0.30 -0.03 -0.33
O -6.871 30.444 -20.326 0.13 -0.86 -0.75
O -3.237 25.750 -11.465 -0.47 0.21 1.58
O 4.061 12.925 -17.433 -0.31 0.51 -1.55
O 8.477 23.548 -25.136 0.47 -0.97 0.51
O -13.633 31.802 -21.134 0.55 1.19 -0.80
N 10.644 23.436 -22.914 -0.11 2.16 -0.99
N -5.682 24.871 -10.372 1.26 0.72 0.61
N 2.984 22.861 -33.863 0.90 0.44 0.44
N -10.099 30.975 -22.162 -0.04 1.45 -1.58
N -0.295 23.521 -21.073 0.49 -0.50 -0.20
N 2.916 15.940 -15.368 0.81 -0.49 0.69
C -12.208 32.102 -21.204 -0.33 -1.54 -0.86
C 3.081 11.990 -17.159 -0.56 -1.05 0.40
C 7.506 23.257 -26.171 0.19 0.53 1.11
C -14.459 32.357 -22.201 -0.58 -0.57 1.42
C -1.972 25.618 -12.032 0.04 -0.47 -0.98
C -5.153 25.721 -8.146 1.11 1.66 0.39
C 2.084 24.033 -21.353 0.43 -1.76 -2.38
C -3.318 25.662 -10.026 -1.34 -0.07 -0.09
C -4.810 25.877 -9.645 -1.52 -0.73 -0.50
C 12.069 22.357 -24.446 -0.03 -0.32 -1.15
C 0.985 22.843 -21.394 -0.11 2.31 0.26
C 9.571 22.581 -24.939 0.89 1.21 -2.77
C 2.891 25.957 -22.526 0.52 0.95 2.19
C 0.163 20.812 -31.341 -1.02 -0.94 0.96
C -9.236 30.960 -21.004 0.27 -1.96 -0.37
C 0.774 23.502 -34.575 -1.89 0.07 -0.27
C 1.270 22.734 -32.084 -0.06 0.05 -1.10
C -11.530 30.888 -21.907 0.20 0.08 -0.31
C 2.850 14.788 -16.262 0.00 0.24 -0.31
C 10.888 23.250 -24.386 -2.60 -1.02 1.55
C 4.149 14.016 -16.545 0.84 0.18 0.60
C 1.727 23.425 -33.390 0.37 -0.29 -0.07
C 0.817 21.949 -22.646 0.12 -0.17 0.30
C -7.831 30.382 -21.414 0.31 1.70 1.01
C -5.483 30.274 -20.748 -0.76 1.40 0.93
C 2.299 15.294 -17.572 -0.65 -1.75 -1.49
H 1.743 21.730 -23.177 0.09 0.10 0.13
H 7.910 23.362 -27.178 0.27 -0.40 0.02
H 1.896 24.448 -33.054 0.46 0.18 -0.19
H -0.882 20.503 -31.371 -0.35 0.32 -0.50
H -5.091 26.875 -9.981 -0.11 0.06 0.06
H 0.052 24.166 -20.378 -0.80 0.37 0.57
H 2.984 21.870 -34.056 -0.45 -0.03 0.03
H -2.697 26.379 -9.489 0.30 0.19 -0.29
H 0.659 19.843 -31.289 0.74 0.13 -0.09
H -12.009 32.987 -21.809 -0.09 0.12 -0.03
H -9.194 31.958 -20.567 0.30 -0.22 0.19
H 9.777 23.950 -22.982 -0.30 0.47 0.92
H 2.970 23.472 -21.650 0.83 0.25 0.41
H -0.093 24.146 -34.425 -0.18 0.12 0.54
H 3.886 25.517 -22.460 0.22 -0.10 -0.70
H -1.235 26.327 -11.655 0.03 0.03 0.08
H -5.547 24.990 -11.365 -0.04 0.31 -0.35
H 11.696 21.511 -23.869 1.17 -0.37 0.27
H 2.721 26.653 -23.348 -0.03 -0.63 -0.28
H 1.166 23.920 -35.502 0.88 0.11 0.29
H 2.066 12.383 -17.089 -0.08 0.23 -0.02
H 0.709 23.460 -31.496 -0.49 -0.05 0.11
H -3.094 24.660 -9.660 0.54 -0.31 -0.18
H 2.108 22.413 -31.465 0.46 0.28 -0.18
H 0.356 20.997 -22.382 0.34 -0.16 0.53
H 2.207 24.495 -20.373 -0.21 -0.21 0.30
H 12.934 22.923 -24.101 -0.05 -0.55 0.63
H -4.820 24.814 -7.642 0.12 -0.08 -0.32
H -14.312 33.412 -22.432 0.75 -0.07 -0.09
H -6.138 25.980 -7.757 -0.67 -0.65 -1.15
H -11.792 32.269 -20.210 -0.40 -0.07 0.16
H 1.408 15.916 -17.663 -0.22 -0.08 1.02
H -14.556 31.727 -23.085 0.73 0.01 -0.18
H 4.894 14.682 -16.981 0.19 -0.05 0.11
H 0.080 22.267 -23.384 0.22 0.94 0.08
H 9.332 21.636 -24.453 -0.46 0.27 0.55
H -12.011 30.800 -22.882 -0.06 0.13 -0.13
H -11.673 29.905 -21.460 -0.82 0.12 0.94
H 3.018 15.828 -18.194 0.52 -0.20 0.21
H -5.091 24.072 -10.193 -0.48 -1.08 -0.05
H -5.320 30.760 -21.710 -0.03 -0.30 -0.24
H 3.238 23.351 -34.709 0.22 -0.19 -0.09
H 3.042 11.206 -17.915 0.34 0.32 -0.37
H -4.682 26.586 -7.679 0.97 -0.16 0.43
H -15.468 32.343 -21.789 -0.06 -0.09 0.21
H 1.257 22.298 -20.491 0.09 -0.58 -0.25
H 1.952 16.146 -15.151 -0.09 0.15 0.28
H -9.753 30.228 -20.383 0.48 0.12 1.30
H -5.017 29.291 -20.679 -0.77 -0.44 -0.32
H 12.320 22.024 -25.453 -0.15 -0.12 -0.13
H -0.410 24.122 -21.877 -0.53 0.30 -0.26
H -2.125 25.739 -13.104 0.07 0.63 -0.04
H -7.889 29.374 -21.824 -0.21 -0.07 -0.02
H 4.533 13.525 -15.650 0.12 0.78 0.72
H -1.591 24.597 -12.025 0.20 -0.26 0.79
H 3.287 11.440 -16.241 0.05 0.08 0.51
H 10.398 22.603 -22.398 0.22 -0.56 -0.49
H -9.900 30.244 -22.830 0.42 0.01 0.11
H 11.019 24.188 -24.926 -0.04 0.23 0.46
H 2.805 26.548 -21.614 0.61 0.89 0.17
H 0.231 21.308 -30.373 0.44 0.23 0.03
H 6.957 22.331 -25.999 0.46 -0.42 -0.16
H 6.729 24.014 -26.076 0.20 0.27 0.11
H 2.053 14.357 -18.072 -0.11 0.21 -0.94
H 0.329 22.564 -34.905 0.28 -0.39 0.42
H 2.313 13.973 -15.777 -1.09 0.56 -0.02
H -4.927 30.868 -20.022 0.05 0.10 0.04
H 9.874 22.312 -25.951 -0.14 -0.42 -0.44
H 3.209 16.707 -15.957 0.23 0.36 0.17
H -7.449 31.094 -22.145 -0.04 -0.25 -0.62
```
Positions in Å, forces in eV/Å.

Results
- E_tot: -51361.1724 eV
- Largest force on an atom: 3.2 eV/Å
- Energy relative to the best compared isomer or geometry (same formula, charge and spin): 0.877 eV
- Structure (SMILES): COC[C@H](C)N.COC[C@H](C)N.COC[C@H](C)N.COC[C@H](C)N.COC[C@H](C)N.COCCNCCOC
- Net charge: 0
- Highest occupied orbital energy: -8.610 eV